C10H19N2 | the ωB97M-V functional and the def2-TZVPD basis

ORCA input file:
```
! RIJCOSX wB97M-V def2-TZVPD def2/J DEFGRID3
* xyz 1 1
H -0.17368 -1.51490 -1.42261
H -2.12419 -2.43845 1.44312
H -0.52034 -1.59249 1.71244
H 2.55211 -1.62174 -0.67577
H -2.08067 -0.03013 1.39740
C 3.88392 0.17793 -0.68203
C -0.84895 0.21991 -0.33367
C -1.26935 -1.92740 0.92596
H -2.70663 -0.98272 -1.42616
H -3.58303 0.17716 -0.46588
H -2.56505 2.09346 -0.15474
C -1.80224 -0.58477 0.47782
H 1.38311 1.61997 -0.43535
N 0.51266 2.21195 -0.25942
H 4.73157 -0.33352 -0.90579
H 2.23462 -0.57552 2.75921
H -1.57018 3.55702 0.04197
H 0.52584 0.15777 -1.89637
C 2.66260 -0.60055 -0.26531
C 1.69524 -0.00599 2.06145
N -1.65884 2.50873 0.05679
H 0.71867 3.15145 0.05910
C -3.04585 -0.73442 -0.46361
H 3.55953 0.79133 -1.55528
H -3.64894 -1.35286 0.03865
C -0.00210 -0.39896 -1.21612
H 0.91181 0.58856 2.41614
C -0.68277 1.72099 -0.23342
H 4.11083 0.90301 0.16495
C 2.01278 -0.27976 0.81999
H -0.89751 -2.65476 0.09782
*
```

Gap between HOMO and LUMO = 8.99 eV
Relative energy (zero: lowest compared OMol25 entry of this formula, charge and spin) = 96.5 kcal per mole

***

C10H19N3O4 | the ωB97M-V functional and the def2-TZVPD basis

ORCA input file:
```
! RIJCOSX wB97M-V def2-TZVPD def2/J DEFGRID3
* xyz 0 1
H 3.80797 -0.50254 -1.23392
C 1.31030 -1.37952 0.06563
H -1.36507 0.35265 1.72508
H 2.58623 -0.65052 1.58732
C 2.14387 1.06013 0.30843
H -3.49210 0.58137 1.83685
H 4.15541 -2.05733 0.08880
C 2.42746 -0.45597 0.55716
H 2.06365 1.43339 -2.13087
H 4.78059 -0.26871 0.32571
C 3.87457 -0.87766 -0.10493
O -3.32765 -1.68003 -1.50241
N -1.50510 2.60115 0.44543
H 1.58947 -2.42835 0.38081
C -2.56963 -0.88275 0.56159
H 1.10150 1.52458 0.28084
C -2.30447 1.54503 0.21533
H 0.77446 -2.37919 -1.92946
H -1.17716 -1.49747 -0.90841
O -2.96888 1.33289 -0.88208
H -2.79085 -1.74689 1.35270
O 0.09416 -1.53135 2.07785
H 3.49590 2.06107 -1.39775
C -3.60772 -1.06359 -0.45733
H 2.64438 1.71357 0.97774
C 2.41058 1.72994 -1.10582
H 0.80368 -0.55507 -1.85497
N 1.26124 -1.45169 -1.54874
H -5.64941 -0.79915 -0.55985
H -2.16213 3.63496 0.04598
C -2.42062 0.50207 1.26454
H 1.63909 2.73434 -0.92345
C -0.04795 -1.47125 0.82624
O -4.84670 -0.65291 -0.02487
H -1.47731 2.76900 1.58833
N -1.25176 -1.24419 0.05251
*
```

Gap between HOMO and LUMO = 9.25 eV
Relative energy (zero: lowest compared OMol25 entry of this formula, charge and spin) = 160.1 kcal per mole

***

C10H19N3O5 | the ωB97M-V functional and the def2-TZVPD basis

ORCA input file:
```
! RIJCOSX wB97M-V def2-TZVPD def2/J DEFGRID3
* xyz 0 1
N 1.74186 0.29058 1.31220
C 4.04056 -1.48100 0.02534
C 4.92197 -0.42764 -0.65286
O -3.72363 2.02862 0.17136
H 1.18548 -0.32691 2.09985
H -2.29185 -0.43014 -1.14787
C 2.61880 -1.39722 -0.63364
H 4.49441 0.08277 -1.40672
O -4.99161 -1.19332 1.48523
N -0.64714 0.50074 0.00125
H 5.93332 -1.08920 -0.84686
C 1.90154 -0.02184 -0.14556
C -4.23876 -1.03576 0.29988
O 0.15604 -0.83406 -1.72167
H 2.66593 0.42964 1.65305
H -0.39311 0.77158 1.02814
C -2.13620 0.25879 -0.31192
H -1.11551 1.88037 -1.22981
H 6.28572 -0.13207 0.96612
H -3.12152 0.00445 1.76472
H 4.78251 1.49263 2.11969
C -2.70553 1.61809 -0.53015
H 3.86464 -1.18163 1.07208
H 2.62928 -1.44563 -1.83317
H -5.90919 -1.88120 1.37509
O -4.48599 -1.70308 -0.72526
C 0.38711 -0.15167 -0.67356
H 4.11040 1.97573 0.65676
C 5.51531 0.42170 0.37124
H 6.18882 1.25474 0.09804
C -2.84197 -0.46641 0.77274
H -2.12420 -1.22321 0.77979
H 1.94997 -1.98249 0.02619
H 2.24983 0.94636 -0.60494
O -1.87334 2.48264 -1.06408
N 4.40109 1.06850 1.12782
H 4.71557 -2.31312 0.04739
*
```

Gap between HOMO and LUMO = 10.07 eV
Relative energy (zero: lowest compared OMol25 entry of this formula, charge and spin) = 148.5 kcal per mole

***

C10H19N3S | the ωB97M-V functional and the def2-TZVPD basis

ORCA input file:
```
! RIJCOSX wB97M-V def2-TZVPD def2/J DEFGRID3
* xyz 0 1
H -1.26743 -1.07997 0.29631
C -2.00061 0.00309 -2.94563
H -2.72275 0.35457 -0.99575
H -0.51978 -1.65821 -1.15879
H 1.58066 -1.00973 -2.16887
C 2.21873 2.52612 2.02990
C 1.72255 -2.97261 2.40335
H -2.57840 1.36937 -4.36620
H 1.19871 2.85429 1.55147
C -2.25944 -0.44174 -1.46695
C -0.97993 -0.81387 -0.74234
N 2.18035 -1.80738 2.04136
N 0.42625 -3.06972 2.72989
H 2.57768 0.85634 0.54377
H -2.78706 1.94435 -2.56901
H 3.04183 3.25750 1.61773
H -3.89544 0.76509 -3.32138
H 2.39629 -3.79033 2.56895
H 3.18450 0.67826 2.10710
C -2.83824 1.19119 -3.30277
S 1.47658 0.26838 -1.65123
C 0.04104 -1.80910 2.61619
H 2.42072 2.60399 3.08712
H 0.18053 0.78196 1.76230
H -2.20968 -0.87978 -3.49305
C -0.01094 0.33477 -0.77003
H -0.86279 -1.39028 3.04417
H -1.04115 0.43366 -3.02853
N 1.11797 -0.98383 2.29945
C 1.14726 0.30453 1.92666
H -0.26326 1.38481 -0.78216
H -3.01520 -1.24426 -1.43712
C 2.34044 1.03850 1.57409
*
```

Gap between HOMO and LUMO (spin up / spin down) = 7.39 / 7.33 eV
Relative energy (zero: lowest compared OMol25 entry of this formula, charge and spin) = 127.1 kcal per mole

***

C10H19NO2 | the ωB97M-V functional and the def2-TZVPD basis

ORCA input file:
```
! RIJCOSX wB97M-V def2-TZVPD def2/J DEFGRID3
* xyz 0 1
C 0.45546 -7.77767 -0.48245
C -1.92321 3.54736 -4.26726
H 0.41146 -7.34740 0.51806
H 0.92513 -1.97797 1.86408
H -1.78354 3.60641 -5.34665
H 0.86511 -0.17879 5.39439
C 1.56765 -0.50305 4.62667
C 1.59328 -1.75065 2.69474
C 2.07442 0.45422 3.61199
C -0.84694 -7.29071 -1.06887
H 1.30467 1.07780 3.15731
H 0.50779 -8.86578 -0.44503
H 2.55674 -0.12000 1.59096
H 3.59857 -0.71604 2.88811
C -2.13010 4.81843 -2.32136
H 2.32747 -1.16524 5.04174
H -1.48451 2.72335 -1.72718
H -0.30574 3.87961 -1.51814
C -1.17813 3.68381 -2.14160
H -3.82144 4.72202 -3.76755
H 1.31198 -7.33736 -0.99293
C -2.73603 4.74238 -3.66975
H 2.03485 -2.67805 3.05948
H -2.29595 2.52593 -4.19083
O -0.74041 3.53607 -3.51579
O 0.83698 -1.34587 3.82634
H -2.81443 4.80206 -1.47311
C 2.56280 -0.54580 2.59432
H -2.39539 5.60235 -4.24639
H -1.60893 5.76186 -2.15882
H 2.95337 0.96849 4.00069
N -1.82298 -6.85176 -1.53520
*
```

Gap between HOMO and LUMO = 10.09 eV
Relative energy (zero: lowest compared OMol25 entry of this formula, charge and spin) = 51.2 kcal per mole

***

C10H20AlN3O2P2S | the ωB97M-V functional and the def2-TZVPD basis

ORCA input file:
```
! RIJCOSX wB97M-V def2-TZVPD def2/J DEFGRID3
* xyz 0 1
S 5.29005 7.97240 7.85033
C 7.60181 7.53141 10.34549
H 10.91693 4.77843 7.59020
C 6.77144 11.81465 6.64796
N 5.81649 11.38979 4.46510
H 12.21983 7.73382 7.43943
Al 7.26156 8.74788 7.09096
N 7.92164 10.19928 8.19275
H 5.91589 12.40667 4.23465
H 4.28460 5.69710 9.42519
H 10.91315 8.64892 8.25647
H 8.28441 7.70705 9.48837
C 11.20297 7.63623 7.84620
C 6.51433 13.18341 6.41898
H 9.68002 7.22159 4.36796
O 8.69460 7.69240 6.88928
H 7.84588 6.59181 10.80168
H 5.09248 9.91693 10.54632
C 7.38775 11.13171 7.64198
P 5.75592 7.50975 9.87896
C 5.10391 8.86412 10.92370
H 9.85155 4.58004 6.13700
C 6.52743 10.90569 5.53887
H 4.16520 6.24662 11.00882
H 5.47289 10.73231 3.77482
O 6.98304 9.70597 5.48930
H 11.20914 7.84500 4.72155
H 11.14660 5.93882 4.63688
H 5.42430 8.84641 11.99453
H 11.20153 6.90477 8.69174
N 6.01478 14.24243 6.23677
C 10.60186 6.92471 4.95243
H 4.00656 8.66306 11.08043
C 9.99597 5.15565 7.09311
H 8.99407 5.04390 7.60157
H 7.78251 8.34792 11.03123
P 10.08040 6.94024 6.71127
C 4.94912 5.99778 10.25547
H 5.50759 5.15072 10.56202
*
```

Gap between HOMO and LUMO (spin up / spin down) = 3.79 / 3.17 eV

***

How do the records compare in DFT total energy? In the order shown, they have -501.5819; -857.5014; -932.7523; -954.7068; -597.5613; -2031.1046 hartree.